Molecular formula: C5H6N2O
Method: DFT, ωB97M-V/def2-TZVPD

CARTESIAN COORDINATES (ANGSTROEM)
C (-1.29108, -0.62245, -0.09634)
C (-0.56322, 0.12944, 1.04751)
C (-0.54430, 0.51728, -0.99256)
C (0.91713, 0.11761, -0.69749)
C (1.04104, -0.10655, 0.73490)
H (-0.99031, -0.02199, 1.98126)
H (-1.80577, 1.88486, 0.13724)
H (-0.79706, 0.67834, -2.05481)
H (1.58904, 0.58003, -1.30314)
H (2.25959, -1.69873, -0.28385)
H (1.77555, 0.00621, 1.63203)
N (-0.81311, 1.43805, 0.16211)
N (1.19919, -1.28624, -0.16246)
O (-1.97668, -1.61589, -0.10440)

Forces on atoms 1 to 2 (eV/Å):
C 1.81 -0.93 0.12
C 0.48 0.47 -2.71

As for the SMILES: O=C1[C@H]2N[C@@H]1[C@H]1N[C@H]12. The orbital gap is 10.116 eV. The value obtained for the relative energy (zero: lowest compared OMol25 entry of this formula, charge and spin) is 4.471 eV.

---

Molecular formula: C8H15N
Method: DFT, ωB97M-V/def2-TZVPD

CARTESIAN COORDINATES (ANGSTROEM)
C (2.73728, -0.17033, -0.79838)
C (1.55706, -0.51412, 0.20135)
C (0.78081, 0.74394, -0.03461)
C (-0.30398, 1.54730, 0.71986)
C (-1.54668, 1.26210, -0.25881)
C (-1.03984, -0.15784, -0.95843)
C (-0.00957, -0.42475, 0.03923)
C (-0.46296, -1.20629, 1.45257)
H (3.44389, -1.20299, -0.96614)
H (3.63510, 0.66620, -0.67355)
H (2.29513, 0.08627, -1.81695)
H (1.81529, -1.19267, 1.16667)
H (1.30724, 1.04237, -1.03654)
H (-0.57997, 0.82759, 1.58300)
H (-0.11265, 2.71022, 0.93385)
H (-2.53605, 1.35965, 0.29163)
H (-1.68932, 2.11384, -0.87463)
H (-0.41297, 0.10766, -1.94986)
H (-1.82518, -2.09311, -1.00847)
H (-3.44738, -0.48320, -0.25481)
H (0.66123, -1.01748, 1.99974)
H (-0.75930, -2.17477, 1.14642)
H (-1.30778, -0.71569, 2.20480)
N (-2.19937, -1.11388, -1.10796)

Forces on atoms 1 to 2 (eV/Å):
C 3.64 -3.78 -1.92
C 3.03 -0.18 0.43

The orbital gap is 8.266 eV. The value obtained for the relative energy (zero: lowest compared OMol25 entry of this formula, charge and spin) is 12.223 eV.

---

Molecular formula: C15H16AuBN4O6
Method: DFT, ωB97M-V/def2-TZVPD

CARTESIAN COORDINATES (ANGSTROEM)
Au (-1.05897, 0.38851, -0.84680)
O (-3.13651, 2.23812, 2.65919)
C (-2.45135, 1.67690, 1.65318)
O (-2.93508, 0.96513, 0.81922)
C (-0.98572, 2.04368, 1.68638)
C (-0.50936, 2.85694, 2.69276)
C (0.83376, 3.20395, 2.70603)
C (1.63742, 2.71077, 1.70668)
C (1.09263, 1.86400, 0.74625)
N (-0.20056, 1.53382, 0.71901)
C (2.09013, 1.28106, -0.23510)
O (3.04202, 1.91010, -0.57951)
O (1.85811, 0.01668, -0.63612)
H (-4.05560, 1.94115, 2.57368)
H (-1.19661, 3.21224, 3.44495)
H (1.23899, 3.83778, 3.48280)
H (2.69011, 2.94457, 1.64755)
N (-1.71464, -0.66469, -2.39041)
C (-2.28997, -1.47010, -3.01541)
N (-2.81464, -2.39650, -3.67712)
C (-3.65342, -2.41911, -4.68353)
N (-4.38897, -2.53173, -5.56997)
C (3.96909, -2.01582, 2.83680)
C (2.61532, -2.13225, 2.15489)
C (1.53913, -2.38338, 3.19781)
O (2.32758, -0.84038, 1.55409)
B (2.12824, -1.03763, 0.21547)
O (2.20183, -2.31809, -0.20502)
C (2.58582, -3.14265, 0.92276)
C (3.94208, -3.74436, 0.58525)
C (1.55579, -4.25293, 1.04350)
H (3.89218, -1.29529, 3.65133)
H (4.73034, -1.66016, 2.14442)
H (4.28672, -2.97264, 3.25023)
H (1.58157, -1.58573, 3.94019)
H (1.69905, -3.33556, 3.70354)
H (0.54359, -2.37741, 2.75652)
H (4.67403, -2.97033, 0.35802)
H (3.83341, -4.37073, -0.29946)
H (4.31500, -4.36004, 1.40328)
H (0.55367, -3.86132, 1.20570)
H (1.81108, -4.92905, 1.86060)
H (1.54724, -4.82074, 0.11394)

Forces on atoms 1 to 2 (eV/Å):
Au 0.50 -0.03 -0.33
O 0.01 -0.10 -0.09

The orbital gap is 6.550 eV. The value obtained for the relative energy (zero: lowest compared OMol25 entry of this formula, charge and spin) is 0.000 eV.

---

Molecular formula: C11H15N2S
Method: DFT, ωB97M-V/def2-TZVPD

CARTESIAN COORDINATES (ANGSTROEM)
C (2.81269, 2.24491, 1.35569)
C (3.26533, 1.08470, 0.63992)
C (1.47363, 2.30366, 1.73879)
C (2.40138, 0.05975, 0.39008)
C (0.61886, 1.25099, 1.51243)
C (1.03044, 0.15554, 0.80297)
C (-2.39888, -0.75500, 0.59439)
C (0.11840, -0.94148, 0.38920)
C (-0.70478, -0.73361, -1.08343)
C (-0.09933, 0.37717, -1.88122)
C (-0.72783, -2.09288, -1.78492)
N (-2.08823, -0.56563, -0.64956)
N (-3.63518, -0.48158, 1.00022)
S (-1.15519, -1.25349, 1.64472)
H (3.42794, 3.16033, 1.29638)
H (4.27982, 0.78723, 0.35789)
H (1.19098, 3.05128, 2.47918)
H (2.88182, -0.73289, -0.23318)
H (-0.40118, 1.20241, 1.90507)
H (0.81887, -1.74626, 0.35613)
H (0.20622, -0.20040, -2.74327)
H (0.76659, 0.68460, -1.36332)
H (-0.85395, 1.10121, -1.96401)
H (-1.31164, -1.91888, -2.69039)
H (-1.20191, -2.80619, -1.06465)
H (0.24783, -2.22691, -2.11114)
H (-2.83309, -0.30069, -1.23473)
H (-4.26771, -0.07512, 0.31411)
H (-3.86190, -0.63277, 2.02666)

Forces on atoms 1 to 2 (eV/Å):
C 0.40 -0.30 -2.19
C 0.03 0.64 1.13

The orbital gap is 9.277 eV. The value obtained for the relative energy (zero: lowest compared OMol25 entry of this formula, charge and spin) is 0.474 eV. Its net charge is +1.

---

Molecular formula: C30H53Br3N3ORuSi
Method: DFT, ωB97M-V/def2-TZVPD

CARTESIAN COORDINATES (ANGSTROEM)
Ru (0.63712, 2.43515, 0.81238)
N (-1.38262, 2.14043, 2.33875)
C (-0.99379, 2.07352, 3.75736)
C (-0.63430, 0.63949, 4.15123)
C (0.28321, -0.05236, 3.14674)
C (1.66875, 0.57637, 3.02032)
N (1.99773, 0.90190, 1.60590)
H (-1.81255, 3.03080, 2.11767)
H (-2.06344, 1.41919, 2.12009)
H (-1.78249, 2.43070, 4.42780)
H (-0.13699, 2.73914, 3.87994)
H (-1.55749, 0.05575, 4.23305)
H (-0.19322, 0.65678, 5.15150)
H (-0.19774, 0.01013, 2.17209)
H (0.36216, -1.11833, 3.37291)
H (2.42843, -0.08137, 3.45156)
H (1.73025, 1.52744, 3.54691)
H (2.16018, 0.05496, 1.07195)
H (2.84728, 1.46078, 1.59637)
Br (3.16268, 5.06237, 4.68237)
C (1.96613, 5.70398, 3.36892)
C (1.67546, 7.07090, 3.32099)
C (0.81607, 7.57934, 2.38707)
Br (0.47231, 9.44356, 2.36283)
C (0.17854, 6.72361, 1.45769)
C (-0.73727, 7.14633, 0.46992)
C (-1.32499, 6.22101, -0.34206)
C (-1.00749, 4.86347, -0.18633)
N (-0.13792, 4.42684, 0.70700)
C (0.47028, 5.34238, 1.52528)
C (1.42112, 4.79259, 2.46731)
O (1.69519, 3.54219, 2.41745)
H (2.14314, 7.72908, 4.04034)
H (-0.96755, 8.19847, 0.37560)
H (-2.03036, 6.51070, -1.10843)
H (-1.47514, 4.11355, -0.80984)
C (0.21956, 2.27509, -3.39936)
C (1.03694, 2.14241, -2.11087)
C (1.86021, 0.85148, -2.18569)
C (1.99178, 3.33669, -1.99397)
C (0.10601, 2.10387, -0.89014)
H (0.86647, 2.28495, -4.28059)
H (-0.36266, 3.20011, -3.39950)
H (-0.47665, 1.43847, -3.50083)
H (2.52396, 0.87167, -3.05497)
H (1.21152, -0.02133, -2.26639)
H (2.47314, 0.72600, -1.28928)
H (2.72125, 3.32706, -2.80889)
H (2.54247, 3.31388, -1.04859)
H (1.44856, 4.28375, -2.03349)
H (-0.94731, 1.89948, -1.17146)
C (-0.33724, -4.44721, 1.60979)
C (-1.37665, -4.26617, 0.49211)
C (-1.88798, -5.65213, 0.06644)
C (-2.54615, -3.50101, 1.13528)
Si (-0.62077, -3.30351, -0.98963)
Br (-0.46547, -1.16677, -0.26616)
C (-1.76410, -3.22763, -2.52838)
C (-3.22332, -2.98408, -2.11616)
C (-1.38662, -2.06951, -3.46752)
C (-1.71027, -4.54438, -3.32089)
C (1.18502, -3.83469, -1.39847)
C (1.30047, -5.36739, -1.47556)
C (1.65683, -3.26600, -2.74532)
C (2.18905, -3.32416, -0.35225)
H (-0.82834, -4.90481, 2.47480)
H (0.07247, -3.48813, 1.93549)
H (0.49052, -5.09631, 1.32858)
H (-2.19869, -6.20702, 0.95752)
H (-1.13197, -6.25119, -0.44289)
H (-2.75740, -5.58308, -0.58868)
H (-2.98111, -4.13042, 1.91872)
H (-3.34180, -3.24717, 0.43816)
H (-2.20440, -2.57716, 1.60239)
H (-3.33323, -2.07259, -1.52506)
H (-3.64681, -3.81554, -1.55271)
H (-3.82684, -2.86633, -3.02191)
H (-1.48286, -1.10373, -2.96967)
H (-2.07568, -2.07758, -4.31837)
H (-0.37698, -2.14035, -3.86534)
H (-2.01932, -5.40521, -2.72519)
H (-0.71885, -4.75361, -3.72156)
H (-2.39442, -4.47496, -4.17283)
H (0.64376, -5.79721, -2.23461)
H (1.08217, -5.85822, -0.52827)
H (2.32694, -5.63223, -1.74921)
H (1.06877, -3.62020, -3.58987)
H (2.69030, -3.58622, -2.91347)
H (1.64802, -2.17383, -2.75178)
H (2.01379, -3.72121, 0.64583)
H (2.17855, -2.23462, -0.29228)
H (3.19466, -3.63085, -0.65773)

Forces on atoms 1 to 2 (eV/Å):
Ru 0.69 1.26 0.29
N -0.10 -0.11 -0.04

The orbital gap (spin up / spin down) is 6.758 / 6.669 eV. The value obtained for the relative energy (zero: lowest compared OMol25 entry of this formula, charge and spin) is 0.395 eV. Its spin multiplicity is 2.

---

Molecular formula: C5H6N2O2
Method: DFT, ωB97M-V/def2-TZVPD

CARTESIAN COORDINATES (ANGSTROEM)
C (3.11690, 0.26216, -0.20418)
C (1.79717, -0.07380, -0.01919)
C (0.76625, -0.58790, -0.10068)
C (-0.57204, -1.14095, -0.06978)
C (-0.93184, 1.40502, 0.02131)
H (3.46618, 0.51618, 0.71328)
H (3.63830, -0.69146, -0.57346)
H (3.74045, 1.00752, -0.88790)
H (-0.67148, -2.29553, -0.30097)
H (-0.01428, 0.54778, 1.80416)
H (-1.13524, 2.56379, 0.13602)
N (-0.80232, 0.61175, 1.24016)
N (-1.39430, 0.85932, -1.04761)
O (-0.94473, -0.78573, 1.11851)
O (-1.39355, -0.60589, -1.11900)

Forces on atoms 1 to 2 (eV/Å):
C 5.19 -0.43 -3.36
C 1.73 1.68 -1.51

As for the SMILES: CC#C[C@@H]1ON=CNO1. The orbital gap is 10.178 eV. The value obtained for the relative energy (zero: lowest compared OMol25 entry of this formula, charge and spin) is 8.499 eV.